Computed, not measured: C25H28N6O2 as an isolated structure at a distorted geometry, with the ωB97M-V functional and the def2-TZVPD basis.

**Gap between HOMO and LUMO**: 8.19 eV
**Lowest unoccupied orbital energy**: 0.16 eV
**HOMO energy**: -8.03 eV

The geometry in ORCA input format:
```
! wB97M-V def2-TZVPD RIJCOSX def2/J DEFGRID3
* xyz 0 1
C 3.330 6.689 -3.681
H 2.387 7.218 -3.184
O 3.810 5.780 -2.771
C 3.142 4.958 -2.100
C 1.716 4.847 -2.242
C 1.285 3.757 -1.630
N 0.085 3.484 -1.809
C -0.954 2.497 -1.303
O -2.100 2.368 -1.589
C -0.130 1.644 -0.229
C 1.219 1.827 -0.247
C 1.846 2.990 -0.888
C 3.170 3.321 -0.368
C 3.906 4.127 -1.268
H 4.821 4.499 -1.056
H 3.949 2.634 0.215
H 1.782 1.362 0.864
C -0.809 0.563 0.409
N -0.849 -0.886 -0.299
C 0.733 -1.336 -0.195
C 0.667 -2.699 -0.529
H 0.134 -3.356 -0.096
C 0.698 -3.129 -2.092
H 1.355 -2.297 -2.578
H 0.961 -3.962 -2.397
C -0.814 -3.264 -2.522
C -1.782 -2.176 -1.729
H -2.200 -2.790 -1.074
H -2.524 -2.165 -2.547
C -1.229 -0.885 -1.540
H -2.181 -0.196 -1.753
H -0.646 -0.454 -2.367
H -0.741 -3.057 -3.635
H -1.106 -4.131 -2.308
H 1.722 -3.058 -0.085
H 0.946 -1.290 0.731
H 1.144 -0.678 -0.820
C -0.400 0.310 1.848
N 0.252 1.055 2.528
N 0.175 0.632 3.662
N -0.752 -0.298 4.011
N -1.081 -0.419 2.550
C -2.337 -1.226 2.328
C -2.187 -2.491 3.214
C -1.092 -3.232 2.902
C -0.967 -4.565 3.861
C -1.901 -4.975 4.683
C -3.102 -4.278 4.841
C -3.376 -3.084 3.857
H -4.090 -2.455 3.908
H -3.953 -4.619 5.246
H -1.850 -5.886 5.068
H -0.147 -5.169 3.678
H -0.196 -2.995 2.503
H -2.288 -1.601 1.392
H -3.207 -1.006 2.541
H -2.012 0.879 0.281
H -0.549 4.021 -2.598
H 1.272 5.208 -3.166
H 3.104 5.959 -4.445
H 3.942 7.477 -3.982
*
```

Atomic partial charges in e from the Löwdin method, atoms 1 to 6: C -0.050; H 0.145; O -0.052; C -0.319; C 0.079; C -0.491

=====

Computed, not measured: an isolated ion of composition CH3N2O2S and charge +1 at a distorted geometry, with the ωB97M-V functional and the def2-TZVPD basis.

**Gap between HOMO and LUMO**: 11.00 eV
**Structure (SMILES)**: C#[N+]S(N)(=O)=O
**Lowest unoccupied orbital energy**: -5.77 eV
**HOMO energy**: -16.77 eV

The geometry in ORCA input format:
```
! wB97M-V def2-TZVPD RIJCOSX def2/J DEFGRID3
* xyz 1 1
C 1.450 -1.969 0.097
N 0.614 -1.240 -0.035
S -1.112 -0.696 -0.661
N -1.195 0.929 -0.240
O -0.962 -0.998 -2.054
O -2.047 -1.433 0.269
H 2.319 -2.637 0.278
H -1.016 1.826 -0.687
H -1.658 1.061 0.702
*
```

Atomic partial charges in e from the Löwdin method, atoms 1 to 6: C 0.219; N 0.093; S 0.775; N -0.043; O -0.207; O -0.244

=====

Computed, not measured: a 2-piece molecular cluster, C2H2ClF2NO2 overall at a distorted geometry, with the ωB97M-V functional and the def2-TZVPD basis.

**Gap between HOMO and LUMO**: 9.71 eV
**Structure (SMILES)**: O=[N+]([O-])/C(Cl)=C/F.F
**Lowest unoccupied orbital energy**: -0.78 eV
**HOMO energy**: -10.49 eV

The geometry in ORCA input format:
```
! wB97M-V def2-TZVPD RIJCOSX def2/J DEFGRID3
* xyz 0 1
O -2.444 -0.084 -0.135
N -1.316 0.214 -0.250
O -0.874 1.142 -0.848
C -0.391 -0.705 0.403
Cl -1.214 -2.014 1.066
C 0.921 -0.777 0.142
F 1.553 -1.900 0.415
H 1.699 -0.090 -0.262
F 1.473 1.952 -0.277
H 0.594 2.264 -0.254
*
```

Atomic partial charges in e from the Löwdin method, atoms 1 to 6: O 0.070; N -0.448; O 0.071; C -0.582; Cl 0.825; C -0.111

=====

Computed, not measured: C39H29ClMnNO4P as an isolated structure at a distorted geometry, with the ωB97M-V functional and the def2-TZVPD basis.

**Gap between HOMO and LUMO (spin up / spin down)**: 6.39 / 7.92 eV
**Lowest unoccupied orbital energy (spin up / spin down)**: -4.71 / -3.33 eV
**HOMO energy (spin up / spin down)**: -11.10 / -11.25 eV
**<S²>**: 6.442

The geometry in ORCA input format:
```
! wB97M-V def2-TZVPD RIJCOSX def2/J DEFGRID3
* xyz 1 5
Mn 0.423 -0.553 0.151
Cl -1.530 -0.882 1.329
C -1.288 -2.281 2.399
C -2.427 -2.754 3.019
C -2.306 -3.846 3.860
C -1.068 -4.436 4.069
C 0.062 -3.926 3.447
C -0.024 -2.834 2.585
P 1.452 -2.097 1.785
C 1.994 -3.304 0.534
C 3.055 -2.890 -0.276
C 3.545 -3.735 -1.260
C 2.959 -4.980 -1.463
C 1.885 -5.379 -0.678
C 1.403 -4.545 0.323
C 2.730 -2.163 3.075
C 3.609 -3.238 3.197
C 4.531 -3.257 4.236
C 4.585 -2.206 5.144
C 3.716 -1.132 5.017
C 2.794 -1.107 3.983
H -3.385 -2.274 2.856
H -3.186 -4.229 4.361
H -0.980 -5.292 4.724
H 1.032 -4.371 3.636
H 3.496 -1.907 -0.141
H 4.378 -3.415 -1.875
H 3.333 -5.636 -2.239
H 1.418 -6.343 -0.847
H 0.567 -4.868 0.934
H 3.586 -4.054 2.485
H 5.213 -4.093 4.331
H 5.313 -2.222 5.947
H 3.762 -0.310 5.720
H 2.122 -0.261 3.882
O 3.345 1.948 -1.163
C 2.239 1.756 -0.738
O 1.777 0.553 -0.423
C 1.271 2.892 -0.535
C 1.746 4.198 -0.489
C 0.874 5.254 -0.260
C -0.483 5.023 -0.078
C -0.935 3.721 -0.137
C -0.083 2.665 -0.368
N -2.372 3.424 0.071
O -3.144 4.355 0.104
O -2.688 2.254 0.254
H 2.807 4.366 -0.633
H 1.253 6.268 -0.217
H -1.182 5.827 0.105
H -0.509 1.690 -0.453
C -1.950 -5.238 -4.522
C -1.660 -3.940 -4.920
C -1.268 -2.989 -3.991
C -1.166 -3.326 -2.640
C -1.489 -4.627 -2.248
C -1.868 -5.581 -3.180
C -0.747 -2.391 -1.570
C -0.140 -1.214 -1.661
C 0.408 -0.481 -2.792
C -0.178 0.717 -3.208
C 0.360 1.427 -4.268
C 1.496 0.953 -4.913
C 2.087 -0.238 -4.500
C 1.553 -0.948 -3.440
H -2.245 -5.978 -5.256
H -1.748 -3.662 -5.964
H -1.054 -1.979 -4.319
H -1.438 -4.892 -1.195
H -2.110 -6.585 -2.857
H -0.969 -2.785 -0.581
H -1.067 1.080 -2.700
H -0.107 2.350 -4.593
H 1.927 1.514 -5.731
H 2.971 -0.609 -5.005
H 2.007 -1.875 -3.109
*
```

Atomic partial charges in e from the Löwdin method, atoms 1 to 6: Mn 0.608; Cl 0.828; C -0.545; C -0.085; C -0.044; C -0.043

=====

Computed, not measured: a 3-piece molecular cluster, C10H23BIO9S2 overall, with the ωB97M-V functional and the def2-TZVPD basis.

**Gap between HOMO and LUMO**: 6.79 eV
**Lowest unoccupied orbital energy**: 2.43 eV
**HOMO energy**: -4.36 eV

The geometry in ORCA input format:
```
! wB97M-V def2-TZVPD RIJCOSX def2/J DEFGRID3
* xyz -1 1
O -3.786 0.464 -6.297
C -2.720 0.098 -5.962
I -1.153 1.600 -5.689
C -2.269 -1.309 -5.689
C -2.403 -1.663 -4.194
C -1.739 -2.984 -3.803
O -1.665 -2.904 -2.416
B -1.426 -1.447 -2.076
O -1.761 -0.726 -3.392
H -2.928 -1.960 -6.283
H -1.222 -1.429 -5.992
H -3.484 -1.748 -3.945
H -2.304 -3.878 -4.118
H -0.728 -3.017 -4.272
H -0.244 -1.228 -1.809
H -2.190 -1.095 -1.175
O 0.111 0.886 0.583
S 0.412 2.178 0.052
O 1.541 2.878 0.605
O -0.884 3.093 0.179
C -1.603 3.034 1.431
C -0.911 3.796 2.539
C 0.527 2.186 -1.700
H -1.759 1.986 1.688
H -2.571 3.472 1.191
H 0.036 3.332 2.812
H -1.558 3.812 3.418
H -0.710 4.823 2.233
H -0.337 1.687 -2.137
H 1.436 1.637 -1.937
H 0.610 3.223 -2.016
O 1.871 -1.318 5.814
S 2.536 -2.017 4.751
O 3.962 -2.149 4.819
O 2.099 -1.415 3.367
C 2.117 0.031 3.193
C 3.513 0.577 3.004
C 1.820 -3.609 4.535
H 1.614 0.487 4.046
H 1.514 0.193 2.305
H 4.121 0.471 3.902
H 3.434 1.634 2.746
H 4.014 0.059 2.185
H 0.741 -3.500 4.468
H 2.100 -4.196 5.407
H 2.227 -4.049 3.629
*
```

Atomic partial charges in e from the Löwdin method, atoms 1 to 6: O 0.021; C -0.793; I 0.729; C -0.161; C -0.402; C -0.235

=====

Computed, not measured: a 2-piece molecular cluster, C4H12 overall at a distorted geometry, with the ωB97M-V functional and the def2-TZVPD basis.

**Gap between HOMO and LUMO**: 12.59 eV
**Structure (SMILES)**: CC.CC
**Lowest unoccupied orbital energy**: 1.16 eV
**HOMO energy**: -11.44 eV

The geometry in ORCA input format:
```
! wB97M-V def2-TZVPD RIJCOSX def2/J DEFGRID3
* xyz 0 1
C -1.605 -0.955 1.113
C -1.167 0.206 2.038
H -2.637 -1.223 1.354
H -1.598 -0.642 0.073
H -1.007 -1.843 1.283
H -0.560 -0.216 2.832
H -2.027 0.746 2.445
H -0.716 1.022 1.470
C 1.911 0.255 -2.123
C 0.886 0.509 -1.010
H 1.456 0.321 -3.124
H 2.653 1.049 -2.072
H 2.338 -0.739 -2.259
H 1.022 -0.022 -0.073
H -0.082 0.160 -1.379
H 0.896 1.588 -0.890
*
```

Atomic partial charges in e from the Löwdin method, atoms 1 to 6: C -0.166; C -0.162; H 0.059; H 0.038; H 0.059; H 0.060

=====

Please write out number 2 again, unchanged.
Computed, not measured: an isolated ion of composition CH3N2O2S and charge +1 at a distorted geometry, with the ωB97M-V functional and the def2-TZVPD basis.

**Gap between HOMO and LUMO**: 11.00 eV
**Structure (SMILES)**: C#[N+]S(N)(=O)=O
**Lowest unoccupied orbital energy**: -5.77 eV
**HOMO energy**: -16.77 eV

The geometry in ORCA input format:
```
! wB97M-V def2-TZVPD RIJCOSX def2/J DEFGRID3
* xyz 1 1
C 1.450 -1.969 0.097
N 0.614 -1.240 -0.035
S -1.112 -0.696 -0.661
N -1.195 0.929 -0.240
O -0.962 -0.998 -2.054
O -2.047 -1.433 0.269
H 2.319 -2.637 0.278
H -1.016 1.826 -0.687
H -1.658 1.061 0.702
*
```

Atomic partial charges in e from the Löwdin method, atoms 1 to 6: C 0.219; N 0.093; S 0.775; N -0.043; O -0.207; O -0.244